The following is a quantum chemistry calculation of the molecule H2N2O4S at a distorted geometry, from OMol25.

XYZ file:
```
9
Properties=species:S:1:pos:R:3:forces:R:3
N -0.546 0.789 -0.309 -0.1563 -2.7102 -0.4882
N 1.829 -1.627 -2.048 0.2763 0.5754 -0.7496
O 1.563 -2.609 -1.399 0.5535 -1.8898 -0.1771
O 0.567 -1.496 0.481 1.1600 1.0573 1.0587
O -1.055 -1.607 -1.087 -0.1183 1.5294 -1.2906
O 1.260 -0.422 -1.753 -1.3743 0.2770 1.1102
S -0.115 -0.625 -0.627 -1.1365 0.2912 -0.2475
H 0.172 1.440 -0.095 0.8739 0.5808 0.2199
H 0.673 -2.383 0.068 -0.0784 0.2889 0.5641
```
Forces are in eV/Å.

Output
- E_HOMO (alpha / beta): -9.0 / -11.7 eV
- HOMO-LUMO gap (alpha / beta): 9.5 / 8.5 eV
- Strongest force on any atom: 2.76 eV/A
- Spin multiplicity: 3
- E_LUMO (alpha / beta): 0.5 / -3.2 eV

These are the natural (NBO) partial charges, in e, on atoms 1 to 8: -1.048, 0.314, -0.271, -0.858, -0.879, -0.520, 2.329, 0.405

***

The following is a quantum chemistry calculation of a cluster of 2 separate species, H2N2O4S in total at a distorted geometry, from OMol25.

XYZ file:
```
9
Properties=species:S:1:pos:R:3:forces:R:3
N 1.408 0.551 0.763 3.7909 -3.2666 1.3083
N -1.056 1.042 0.024 -3.5661 -2.6958 -1.7987
O -1.440 1.296 -1.076 0.2161 1.6377 -1.8656
O -0.116 0.922 0.757 2.1190 3.6683 5.5856
O -0.924 -1.862 -1.926 0.5543 0.5530 2.7486
O -1.327 -1.941 0.571 0.3417 0.0379 -0.8171
S -0.528 -1.506 -0.547 -1.0247 -1.4123 -2.0972
H 1.839 0.718 -0.090 0.3763 0.9179 -2.2566
H 2.143 0.781 1.525 -2.8075 0.5601 -0.8074
```
Forces are in eV/Å.

Output
- E_HOMO (alpha / beta): -7.8 / -10.5 eV
- HOMO-LUMO gap (alpha / beta): 6.9 / 8.3 eV
- Strongest force on any atom: 7.01 eV/A
- Spin multiplicity: 3
- E_LUMO (alpha / beta): -0.9 / -2.2 eV

These are the natural (NBO) partial charges, in e, on atoms 1 to 8: -0.603, 0.401, -0.268, -0.231, -0.819, -0.824, 1.608, 0.342

***

The following is a quantum chemistry calculation of a structure of composition H2N2P2 at a distorted geometry, from OMol25.

XYZ file:
```
6
Properties=species:S:1:pos:R:3:forces:R:3
N 0.694 0.534 -0.271 0.1119 1.2139 0.0168
N -0.695 -0.511 0.129 -0.8435 -0.9269 -0.2904
P 1.964 -0.328 -0.226 2.4676 0.5135 0.5370
P -2.076 0.077 -0.304 0.4192 1.0930 -1.5450
H 2.963 0.793 0.094 -0.8142 -0.9928 -0.4151
H -2.850 -0.564 0.579 -1.3410 -0.9007 1.6968
```
Forces are in eV/Å.

Output
- E_HOMO (alpha / beta): -6.7 / -9.2 eV
- HOMO-LUMO gap (alpha / beta): 5.4 / 6.6 eV
- Strongest force on any atom: 2.58 eV/A
- Spin multiplicity: 3
- E_LUMO (alpha / beta): -1.3 / -2.6 eV

Per-atom natural (NBO) charges, elementary charge units: -0.687, -0.646, 0.772, 0.684, -0.059, -0.064

***

The following is a quantum chemistry calculation of the molecule H2N2S at a distorted geometry, from OMol25.

XYZ file:
```
5
Properties=species:S:1:pos:R:3:forces:R:3
N -0.192 0.709 -0.067 -0.4994 1.6465 -0.2173
N -0.165 -0.718 0.074 -2.5544 -2.0926 -0.3840
S 1.371 -0.028 0.023 0.9367 0.4472 -0.2595
H -0.466 1.310 0.797 0.6581 -2.2894 -1.1623
H -0.547 -1.273 -0.826 1.4590 2.2884 2.0231
```
Forces are in eV/Å.

Output
- E_HOMO: -8.7 eV
- HOMO-LUMO gap: 9.0 eV
- Strongest force on any atom: 3.39 eV/A
- E_LUMO: 0.3 eV
- SMILES string: [nH]1[nH]s1

Per-atom natural (NBO) charges, elementary charge units: -0.563, -0.585, 0.412, 0.368, 0.368

***

The following is a quantum chemistry calculation of a cluster of 2 separate species, H2N3O2S in total at a distorted geometry, from OMol25.

XYZ file:
```
8
Properties=species:S:1:pos:R:3:forces:R:3
N -0.426 1.573 -0.189 -0.9244 1.4287 -2.4275
N -0.161 0.413 -0.412 -2.8674 -2.3095 -1.1875
N 0.781 -0.399 -0.071 1.6549 2.4843 0.9500
O -1.719 -0.799 -0.290 0.8139 0.3418 0.2323
O 0.605 -1.578 0.081 0.0718 -2.5279 0.0578
S 2.272 0.385 0.125 0.9700 -0.0010 0.1403
H -0.204 1.916 0.693 0.9802 0.3502 2.5519
H -1.148 -1.512 0.062 -0.6990 0.2333 -0.3174
```
Forces are in eV/Å.

Output
- E_HOMO (alpha / beta): -4.1 / -3.6 eV
- HOMO-LUMO gap (alpha / beta): 7.8 / 7.4 eV
- Strongest force on any atom: 3.87 eV/A
- E_LUMO (alpha / beta): 3.6 / 3.7 eV
- Net charge: -1

Per-atom natural (NBO) charges, elementary charge units: -0.446, 0.176, 0.173, -0.877, -0.443, -0.323, 0.305, 0.436

***

The following is a quantum chemistry calculation of the molecule H2NO2P at a distorted geometry, from OMol25.

XYZ file:
```
6
Properties=species:S:1:pos:R:3:forces:R:3
O -1.168 -0.906 -0.279 -1.5258 -1.9367 -1.1713
N -0.706 0.173 -0.116 -0.1498 1.1628 2.2181
O -1.288 1.233 -0.176 -0.2761 0.5259 -0.7641
P 0.913 0.181 0.663 0.5968 2.8365 -0.3098
H 0.928 -1.134 0.577 0.5379 -2.4182 -0.2847
H 1.321 0.453 -0.670 0.8170 -0.1704 0.3118
```
Forces are in eV/Å.

Output
- E_HOMO: -10.7 eV
- HOMO-LUMO gap: 10.7 eV
- Strongest force on any atom: 2.92 eV/A
- E_LUMO: 0.0 eV
- SMILES string: O=[N+]([O-])P

Per-atom natural (NBO) charges, elementary charge units: -0.374, 0.336, -0.390, 0.471, -0.036, -0.007

***

The following is a quantum chemistry calculation of a cluster of 2 separate species, H2NO2S in total at a distorted geometry, from OMol25.

XYZ file:
```
6
Properties=species:S:1:pos:R:3:forces:R:3
N 0.387 1.258 -0.233 -0.7442 -0.2989 2.8847
O 0.186 -1.815 -0.307 -1.0640 1.1222 0.9851
O -2.067 -1.020 0.443 2.4048 0.6586 -0.2047
S -0.573 -0.867 0.564 -0.3102 -0.6457 -1.2250
H 1.102 1.321 0.554 -1.1087 -0.2092 -0.9952
H 0.964 1.122 -1.021 0.8222 -0.6270 -1.4449
```
Forces are in eV/Å.

Output
- E_HOMO (alpha / beta): -3.0 / -3.0 eV
- HOMO-LUMO gap (alpha / beta): 7.3 / 7.3 eV
- Strongest force on any atom: 2.99 eV/A
- E_LUMO (alpha / beta): 4.3 / 4.3 eV
- Net charge: -1

Per-atom natural (NBO) charges, elementary charge units: -1.220, -0.969, -0.961, 1.558, 0.291, 0.302

***

The following is a quantum chemistry calculation of a cluster of 2 separate species, H2NO2S in total at a distorted geometry, from OMol25.

XYZ file:
```
6
Properties=species:S:1:pos:R:3:forces:R:3
N -0.142 1.268 -0.368 -0.0231 0.6624 0.4890
O -0.687 -1.090 -1.091 -0.4346 -0.6756 -0.2697
O -1.622 -0.205 1.030 -1.0940 0.0055 0.3443
S -0.627 -0.137 -0.001 1.9257 -0.3908 0.1277
H 0.814 1.081 -0.644 0.1709 0.2892 -0.5154
H 2.263 -0.916 1.073 -0.5449 0.1093 -0.1759
```
Forces are in eV/Å.

Output
- E_HOMO (alpha / beta): -2.4 / -5.0 eV
- HOMO-LUMO gap (alpha / beta): 5.4 / 8.9 eV
- Strongest force on any atom: 1.97 eV/A
- E_LUMO (alpha / beta): 3.0 / 4.0 eV
- Net charge: -1

Per-atom natural (NBO) charges, elementary charge units: -1.170, -0.963, -0.947, 2.082, 0.358, -0.360

***

The following is a quantum chemistry calculation of a cluster of 2 separate species, H2NO3S2 in total at a distorted geometry, from OMol25.

XYZ file:
```
8
Properties=species:S:1:pos:R:3:forces:R:3
N -0.018 -0.623 0.194 0.2386 -0.7845 0.9820
O -2.578 0.603 -1.193 0.2578 -0.0565 -2.4396
O -3.477 -1.270 0.158 2.3258 0.8947 -0.5599
O -2.207 0.623 1.107 0.4176 -0.0469 1.6821
S 1.302 -1.883 0.177 -1.0786 0.9258 -0.4823
S -2.453 -0.209 -0.035 -1.6969 -0.6501 1.5306
H 0.302 0.279 -0.206 -0.4523 -0.8444 0.4725
H -0.210 -0.547 1.210 -0.0121 0.5619 -1.1854
```
Forces are in eV/Å.

Output
- E_HOMO (alpha / beta): -3.5 / -3.9 eV
- HOMO-LUMO gap (alpha / beta): 5.8 / 6.6 eV
- Strongest force on any atom: 2.55 eV/A
- E_LUMO (alpha / beta): 2.3 / 2.7 eV
- Net charge: -1

Per-atom natural (NBO) charges, elementary charge units: -0.915, -0.936, -0.901, -0.969, -0.389, 2.331, 0.382, 0.396

***

Values for calculated total energy, a.u., ordered as above
-809.60095 -809.49975 -793.15091 -508.77832 -713.94710 -547.65138 -604.61669 -604.51626 -1078.04604
Values for ΔE to the lowest compared entry with this formula, charge and spin, eV, ordered as above
1.084 3.837 3.719 0.287 3.813 4.412 0.999 3.732 1.771